# 1
Molecular formula: C31H28IrN6O5S
Method: DFT, ωB97M-V/def2-TZVPD

**Largest force on an atom**: 0.308 eV/A
**2S+1**: 6
**Highest occupied orbital energy (alpha / beta)**: -7.8 / -8.1 eV
**E_LUMO (alpha / beta)**: -0.382 / -1.430 eV

Element x y z (Å)
1 S 2.661951 -0.475243 0.420052
2 H -0.218198 2.785189 -3.778056
3 N -1.148266 2.346530 0.660600
4 H -0.143301 -6.093624 -3.756496
5 H 4.029869 -1.635970 -3.251777
6 H -3.414127 -3.431639 -3.037716
7 N 1.963787 -2.588287 -1.306877
8 C 0.999456 -0.869519 -3.675476
9 H -1.755621 -3.048145 0.681592
10 H -2.537267 -5.521201 -4.034791
11 C -2.369784 -3.691720 -2.924731
12 N 4.458142 -3.407545 -1.280735
13 N 4.120467 -2.337797 -0.563882
14 H -2.399987 0.369753 1.400310
15 H 3.538782 -4.557277 -6.351684
16 H -0.070669 2.282563 4.467449
17 C 3.715531 -4.315913 -5.312264
18 H 5.332723 -3.792626 -0.957694
19 H -3.464539 5.680532 3.307964
20 C 1.113846 -0.124756 -4.840536
21 C 4.162548 -3.686686 -2.641660
22 C -0.571532 1.767890 -1.428334
23 H 4.270209 -5.798753 -2.314382
24 O 0.250433 -0.967866 -1.362902
25 C -2.644012 -2.796833 1.262460
26 H 1.538917 -0.588429 -5.720899
27 N 0.652038 -2.320352 -1.309816
28 C 3.759014 -2.989995 -4.899354
29 O -1.308934 -2.044425 4.111437
30 H 3.631840 -2.193828 -5.622093
31 C 0.007477 1.047366 -2.559149
32 O -2.122775 -0.496596 1.071910
33 C 0.447199 -0.281083 -2.553742
34 C 0.678365 1.189418 -4.886977
35 C 3.985001 -2.669087 -3.571726
36 H 3.889362 -6.362368 -4.690731
37 C 0.127355 1.759089 -3.754452
38 Ir 0.451787 -0.233795 0.939222
39 C -2.722007 4.936619 3.565555
40 H -3.486455 -2.664660 0.582373
41 C -0.539622 -5.183847 -3.324254
42 H -2.858905 -3.620332 1.942720
43 C 4.135472 -5.014344 -3.048830
44 C 2.846727 -1.876178 -0.646676
45 H 1.332260 -1.895307 -3.651514
46 C -1.536700 -2.843849 -2.213171
47 C -0.193442 -3.175330 -2.068635
48 C 3.913480 -5.325347 -4.382378
49 H -4.502999 -1.016027 2.205911
50 C -2.312348 4.790140 4.885150
51 C 0.312689 -4.348506 -2.619065
52 H -3.462848 -0.169080 3.377476
53 C -3.637063 -1.116525 2.861649
54 N -0.529194 1.443677 -0.193346
55 H -3.839970 -1.867296 3.621329
56 O -0.029989 -1.610042 2.340318
57 C -0.641585 2.282604 1.868976
58 H 1.358451 -4.589679 -2.496971
59 H -1.925240 -1.938610 -1.766980
60 C -1.359058 3.837804 5.214205
61 H -1.059833 2.711891 -1.665054
62 H 0.764607 1.764382 -5.798282
63 C -0.812778 3.031393 4.227419
64 H -1.040430 3.719904 6.241495
65 C -1.193264 -1.732514 2.953778
66 H -2.489433 4.235643 1.546080
67 C -1.223125 3.175529 2.906110
68 C -1.879441 -4.862926 -3.483804
69 C -2.421436 -1.511442 2.046608
70 H -2.737216 5.420000 5.656092
71 O 0.308899 1.495293 2.227613
72 C -2.180690 4.132492 2.576836

Cartesian forces (eV/Å) of the 6 atoms listed first:
S 0.153 0.122 -0.082
H -0.003 0.003 0.003
N -0.034 0.016 0.009
H -0.002 -0.005 0.000
H -0.007 0.005 0.006
H -0.006 0.000 0.002

# 2
Molecular formula: C31H28KN5O5
Method: DFT, ωB97M-V/def2-TZVPD

**Largest force on an atom**: 0.676 eV/A
**2S+1**: 1
**Highest occupied orbital energy**: -1.2 eV
**Charge**: -2
**E_LUMO**: 4.362 eV

Element x y z (Å)
1 C -0.841721 5.725208 -0.791579
2 C 1.192272 3.914348 6.168849
3 O 0.295737 0.817278 -4.555918
4 N -1.796380 0.145471 0.070768
5 C -0.399188 4.594433 1.290432
6 N 1.447551 -1.329677 2.579914
7 C -0.407328 4.582162 -1.502068
8 C -1.803014 -1.753899 -4.604341
9 H -1.177001 6.593043 -1.350831
10 C 1.579168 0.837649 3.159265
11 C -2.070196 -2.824945 -3.541021
12 C 1.730722 -5.111073 0.232658
13 C -0.841907 5.729259 0.575487
14 C 0.822962 0.940895 -3.421049
15 C 0.432858 2.257230 -2.712933
16 C -2.680285 -2.206132 -2.275874
17 H 1.481778 -4.865895 4.056434
18 H 2.071956 3.425832 2.921558
19 K 1.392572 -0.271381 0.065825
20 O 1.578519 0.167837 -2.815566
21 H -0.055034 -5.410765 -1.733538
22 H 1.289238 -2.671148 4.098112
23 H 0.007573 3.217828 -4.588278
24 H -3.868407 -1.135632 -4.634541
25 H 0.405408 2.605614 1.157531
26 C 1.566569 -3.788405 0.793888
27 H 1.137284 -4.934229 -2.971126
28 H 1.855696 5.245271 4.618647
29 H -1.179493 6.605951 1.116613
30 H -2.342889 -2.723503 -1.379229
31 H -0.834838 -1.280308 -4.437126
32 H -3.724601 0.541826 -2.940997
33 N -2.290186 -0.805553 -2.167485
34 H -3.777018 -2.273988 -2.302114
35 H 0.782482 0.563429 5.764267
36 C 1.486556 -3.760527 2.232915
37 H -0.715611 5.363967 -3.499273
38 C 1.738788 3.217031 3.930339
39 H -0.393186 4.608479 2.373551
40 C 0.030581 3.476494 0.629681
41 H 1.930472 -7.195344 0.482553
42 C -2.012923 -0.285539 -0.981542
43 H -1.140439 -3.329560 -3.287897
44 H -2.760206 -3.584848 -3.922232
45 H 1.094905 4.695221 6.915125
46 C 0.891997 2.594387 6.489812
47 O 1.898726 1.240667 2.005728
48 C 1.695830 -6.189847 2.392471
49 C 1.792794 -6.249949 0.998548
50 H -2.763583 0.038818 -5.358505
51 H 1.746410 -7.089514 2.993935
52 C 0.843003 -4.806190 -1.927875
53 H 0.559258 2.343986 7.491518
54 O 1.923302 -5.265052 -1.134181
55 H 0.639554 -3.754816 -1.726059
56 C 1.393640 -2.528751 3.014127
57 O 1.513393 -2.758603 0.057091
58 C 1.435547 1.895189 4.241090
59 C 1.617518 4.220607 4.883582
60 H -2.024868 0.886574 -3.353905
61 C 1.012984 1.595096 5.535870
62 N 1.346468 -0.380480 3.597415
63 C -2.877043 -0.674794 -4.542099
64 C -0.394279 4.505056 -2.917403
65 C 0.029785 3.446040 -0.786106
66 N 0.455849 2.305770 -1.407696
67 C 0.007556 3.354891 -3.516538
68 C -2.761808 0.097520 -3.226519
69 C 1.545277 -4.945878 2.974236
70 H -1.767108 -2.210138 -5.596393

Cartesian forces (eV/Å) of the 6 atoms listed first:
C -0.004 -0.001 0.002
C 0.000 0.009 0.001
O -0.040 -0.031 0.004
N 0.059 0.044 -0.088
C 0.006 -0.008 0.000
N -0.006 -0.023 0.176

# 3
Molecular formula: C31H28LiN3O2PSbSe4
Method: DFT, ωB97M-V/def2-TZVPD

**Largest force on an atom**: 1.453 eV/A
**2S+1**: 1
**Highest occupied orbital energy**: -0.8 eV
**Charge**: -2
**E_LUMO**: 3.705 eV

Element x y z (Å)
1 H 3.022025 -2.367318 -3.009110
2 C 0.953225 -2.611318 -2.494610
3 H -3.338475 -1.187618 -0.677510
4 C -0.037475 -2.354318 -1.565110
5 H 1.352625 5.225282 1.780490
6 Li 1.469325 -0.985418 2.798890
7 H 0.837725 1.548082 3.952990
8 C 0.883325 0.478282 -3.628010
9 C 0.974525 3.494282 2.996990
10 H -1.015275 -2.792418 -1.698110
11 H 2.939325 5.149882 0.057590
12 C -2.931975 -2.229818 2.404790
13 H -4.864775 0.682082 -1.151710
14 C -1.956175 0.008682 0.443990
15 H -2.323475 3.324282 1.047990
16 H -4.370375 2.943382 -0.289010
17 H 0.732225 -3.249918 -3.341710
18 H 3.483825 -0.862018 -1.100910
19 C -3.940675 -3.091918 2.794690
20 C -2.078175 -2.580218 1.364390
21 C 2.291525 3.457082 0.993490
22 C -1.692375 1.282182 0.928290
23 C 1.507825 -1.008218 -0.325110
24 H -4.894675 -4.980218 2.449890
25 H -1.624675 0.196882 -4.689110
26 C 1.234025 2.136282 3.133690
27 C 2.228925 -2.100118 -2.322910
28 C -2.259375 -3.784918 0.704190
29 H 3.169625 1.509282 0.621990
30 C 2.055925 1.937782 -2.099210
31 C -1.639075 0.321582 -3.608610
32 C 0.834025 2.311982 -1.552710
33 C 1.516125 4.164082 1.913390
34 P -0.805275 -1.336518 0.997990
35 O -0.147075 -0.722218 2.169390
36 C -3.270575 -4.641518 1.094590
37 C -4.110075 -4.301618 2.143190
38 Se 4.078225 -5.495418 3.507590
39 Se 4.339525 -1.771818 1.689290
40 H 0.374925 4.022982 3.725490
41 H 4.056025 2.179782 -2.305910
42 C 3.558425 3.720382 -1.171810
43 N 2.806525 4.157282 -0.104110
44 H -4.592775 -2.825418 3.615190
45 H 1.731525 -0.410318 0.543790
46 O 4.424925 4.440482 -1.636510
47 C 2.495025 -1.267718 -1.250810
48 H -1.278575 2.098282 -1.631510
49 C -0.338175 1.784382 -2.058510
50 C -2.547475 2.335982 0.667590
51 Se 0.847125 -3.895618 1.505090
52 H -2.785475 -1.281618 2.907090
53 C -0.340075 0.865482 -3.096310
54 Se 2.085025 -2.068718 4.895590
55 H -1.830175 -0.651918 -3.162810
56 H 0.773525 3.026982 -0.751610
57 H -0.814075 1.422582 1.537890
58 H -1.579175 -4.072118 -0.082510
59 C 0.255525 -1.594318 -0.439610
60 C -3.101175 -0.196818 -0.312410
61 H -3.393575 -5.589418 0.588290
62 C -3.692775 2.121782 -0.083810
63 Sb 2.924325 -3.414318 2.914790
64 C 2.525225 2.102082 1.251690
65 C -3.964975 0.852882 -0.572410
66 C 2.060825 1.014982 -3.146410
67 H -2.461875 0.978082 -3.332510
68 N 1.999325 1.473082 2.282490
69 H 0.907525 -0.251918 -4.425210
70 N 3.289225 2.485882 -1.716310
71 H 3.001425 0.720382 -3.590210

Cartesian forces (eV/Å) of the 6 atoms listed first:
H 0.008 0.030 -0.093
C -0.028 -0.164 -0.119
H -0.021 -0.095 -0.009
C -0.208 0.037 -0.051
H -0.070 0.093 -0.068
Li 0.748 0.139 0.268

# 4
Molecular formula: C31H28MnN7O3S
Method: DFT, ωB97M-V/def2-TZVPD

**Largest force on an atom**: 0.959 eV/A
**2S+1**: 5
**Highest occupied orbital energy (alpha / beta)**: -12.4 / -12.4 eV
**Charge**: +2
**E_LUMO (alpha / beta)**: -6.923 / -6.664 eV

Element x y z (Å)
1 C 2.309465 -2.749171 0.564497
2 C 0.009004 4.903864 0.365340
3 H -0.233391 -3.191267 -1.976949
4 C 1.088725 4.017408 0.427393
5 N 3.187311 -2.752141 -3.413429
6 H 4.165230 1.574977 0.730056
7 H 3.597326 -0.122004 -1.638329
8 C -5.655977 -0.510368 3.010265
9 H 3.375591 6.107190 1.862789
10 H -4.929220 1.159052 1.861306
11 C -3.674443 1.674029 -2.740982
12 H -1.994544 -3.139369 -1.691862
13 C 2.116203 1.756021 0.126078
14 C 0.961702 -3.016541 2.897565
15 S -2.122904 0.728259 1.520805
16 C 2.304682 4.459769 0.973000
17 C 0.475690 -2.247092 1.858108
18 O 2.063652 0.497114 -0.224766
19 H 4.829195 -2.136894 -4.599180
20 C -4.030974 0.354172 -2.981270
21 N -0.091367 2.273948 -0.682993
22 H -4.983656 0.119818 -3.438541
23 C 2.881283 -1.747557 -2.594445
24 C -5.324434 -1.706667 3.619868
25 H -3.440285 -1.708361 -2.854893
26 C -2.456552 1.972973 -2.150400
27 H 4.758203 -0.909086 -2.662401
28 N 3.849573 -0.894271 -2.233028
29 O 1.693658 -1.633092 -2.161685
30 H 2.563227 -4.293207 3.543052
31 H 5.247471 -3.196733 -3.227588
32 H -0.938251 4.568022 -0.037747
33 C 1.364954 6.639882 1.373993
34 N -1.705129 -1.917084 2.858822
35 C -1.959860 -0.360457 -2.074224
36 Mn 0.620486 -0.519879 -0.770557
37 C 4.504958 -2.985904 -3.996039
38 N 1.145068 -2.099743 0.708501
39 C -1.157577 -2.676173 -2.205911
40 C 2.429328 5.781582 1.443783
41 H -1.532859 -2.803242 3.299194
42 H 2.825386 -2.608082 -0.369356
43 H -6.079041 -2.284130 4.138200
44 C 2.846262 -3.561643 1.543038
45 H 2.420115 -3.350531 -3.665889
46 C -3.165139 -0.682143 -2.651488
47 H -3.752647 -3.116959 4.040929
48 C 1.010610 2.634973 -0.040899
49 C -4.017033 -2.175966 3.565807
50 N -0.348911 1.121440 -1.115764
51 H 3.784976 -4.071306 1.369154
52 H -4.347843 2.476438 -3.013391
53 C 3.398466 3.550798 1.045816
54 C 0.150583 6.193132 0.830219
55 H -6.671610 -0.138453 3.051509
56 C 2.163793 -3.688953 2.737672
57 C -1.606606 0.940848 -1.804030
58 H 0.435257 -3.060082 3.841521
59 H -2.159409 2.994407 -1.956528
60 H 1.456743 7.655299 1.738627
61 H -0.691750 6.873199 0.777716
62 O -0.994584 -1.317862 -1.723852
63 C -0.783941 -1.456643 1.980296
64 C -3.374715 -0.240899 2.309470
65 C -4.677903 0.218734 2.341613
66 C 3.321588 2.247927 0.642707
67 H 4.441133 -3.849107 -4.650073
68 N -0.863541 -0.403984 1.259276
69 C -3.047833 -1.435625 2.918831
70 H -1.319796 -2.653333 -3.279165
71 H 4.336828 3.916729 1.450834

Cartesian forces (eV/Å) of the 6 atoms listed first:
C -0.242 0.049 0.096
C -0.103 0.030 -0.022
H 0.042 0.013 0.042
C -0.037 -0.304 -0.120
N 0.143 -0.080 -0.061
H -0.043 0.037 0.021